This record from the OMol25 dataset describes C16H28AsF12N7O5Se2W as an isolated structure. The level of theory is the ωB97M-V functional and the def2-TZVPD basis.

Calculated values
charge	+1
maximum force	0.095	hartree/bohr
total energy	-263674.90687	eV
frontier orbital gap (alpha / beta)	6.0902 / 5.3460	eV
energy relative to the best compared isomer or geometry (same formula, charge and spin)	33.33	kcal per mole
2S+1	4
HOMO energy (alpha / beta)	-10.37 / -10.91	eV
E_LUMO (alpha / beta)	-4.278 / -5.563	eV

```
72
C16H28AsF12N7O5Se2W, DFT the ωB97M-V functional and the def2-TZVPD basis
W -0.2365 0.3230 0.5385
N -1.0051 2.3156 3.0074
N -2.3923 2.1211 3.1013
C -2.9551 1.2552 2.2236
N -4.2225 0.8913 2.3473
N -2.1842 0.9068 1.1957
N -2.6791 0.2533 0.1111
O -3.7081 -0.4490 0.0622
O -1.6651 0.1000 -0.7582
H -0.5527 1.9298 3.8312
H -0.8145 3.3127 2.9752
H -2.8282 2.2105 4.0085
H -4.7107 1.0226 3.2169
H -4.5602 0.2101 1.6770
O 3.6879 3.5738 -2.6080
C 2.5687 3.2719 -3.4106
C 1.5565 2.4911 -2.5491
C 0.3396 2.1618 -3.4240
O -0.6473 1.5662 -2.6113
C 2.3059 1.2445 -2.0349
Se 1.2672 -0.3108 -1.3616
C 1.1628 3.4046 -1.3919
Se -0.1740 2.7614 -0.0508
H 4.3338 4.0705 -3.1186
H 2.8533 2.6491 -4.2673
H 2.0933 4.1879 -3.7845
H 0.6354 1.4720 -4.2216
H -0.0493 3.0874 -3.8617
H -1.4530 1.4365 -3.1245
H 2.9709 1.5662 -1.2387
H 2.9207 0.8269 -2.8322
H 0.7361 4.3277 -1.7865
H 2.0563 3.6578 -0.8186
F -0.2933 -0.2938 2.7559
As -1.2781 -1.6588 3.7905
F -0.3024 -2.8671 3.0728
F -2.3814 -1.6229 2.4407
F -2.2467 -2.7688 4.6335
F -2.1450 -0.2935 4.4601
F -0.0748 -1.3973 4.9834
N -0.4067 -1.6649 0.5583
C -0.8066 -2.5240 -0.1338
N -1.2127 -3.4557 -0.9066
C -0.2964 -4.1564 -1.8241
C -0.3297 -3.4840 -3.1952
C -1.7684 -3.3844 -3.7134
C -2.6687 -2.6954 -2.6855
C -2.6162 -3.4542 -1.3621
H -0.6488 -5.1868 -1.8951
H 0.7103 -4.1510 -1.4075
H 0.2803 -4.0579 -3.8936
H 0.1107 -2.4862 -3.1144
H -2.1526 -4.3890 -3.9124
H -1.7825 -2.8267 -4.6499
H -3.6973 -2.6498 -3.0432
H -2.3264 -1.6732 -2.5033
H -2.9256 -4.4920 -1.4950
H -3.2470 -2.9809 -0.6099
C 2.5480 -0.9718 2.7429
C 2.5023 0.4718 2.2413
O 1.4599 0.7139 1.3453
C 2.3618 1.5145 3.3879
F 3.5066 1.8126 3.9891
F 1.5002 1.0988 4.3296
F 1.8459 2.6622 2.8947
C 3.8152 0.7907 1.4791
F 3.8533 2.0770 1.0913
F 3.8676 0.0467 0.3627
F 4.9185 0.5328 2.1750
H 1.9200 -1.1070 3.6198
H 3.5667 -1.2522 3.0037
H 2.1894 -1.6246 1.9462
```



This record from the OMol25 dataset describes C16H28B2F4N6O9Y as an isolated structure. The level of theory is the ωB97M-V functional and the def2-TZVPD basis.

Calculated values
charge	+3
maximum force	0.113	hartree/bohr
total energy	-57654.01716	eV
frontier orbital gap (alpha / beta)	7.2830 / 2.3362	eV
energy relative to the best compared isomer or geometry (same formula, charge and spin)	53.00	kcal per mole
2S+1	1
HOMO energy (alpha / beta)	-15.35 / -14.24	eV
E_LUMO (alpha / beta)	-8.070 / -11.900	eV

```
66
C16H28B2F4N6O9Y, DFT the ωB97M-V functional and the def2-TZVPD basis
Y 0.0896 -0.7363 0.8633
C -3.9403 -0.1218 -6.9947
C -2.8225 -0.1750 -5.9598
N -1.7120 -0.5770 -6.2542
O -0.5882 -0.6636 -6.5825
B 2.9781 -2.9712 2.2223
F 3.5531 -3.5290 3.2483
F 2.0115 -3.6031 1.5693
O 3.3693 -1.6889 1.7094
N 2.6396 -1.2599 0.6159
C 3.2779 -0.6751 -0.2792
C 4.6998 -0.5145 -0.2825
C 2.4400 -0.3916 -1.5091
N 1.2183 -0.2103 -1.1926
O 0.3446 -0.0829 -2.2648
B -0.9918 -0.0029 -1.7035
F -1.0087 0.7268 -0.5122
F -1.0497 -1.4986 -0.8575
O -2.1313 0.1275 -2.4674
N -2.0281 0.0494 -3.8199
C -3.1128 0.1062 -4.5313
C -4.4850 0.1504 -4.0718
C 3.0858 -0.3797 -2.7945
H -3.5696 -0.3424 -7.9721
H -4.5159 0.7730 -6.8051
H -4.5495 -0.9441 -6.5846
H 4.9980 0.3386 -0.9278
H 5.2210 -1.4050 -0.6550
H 5.0724 -0.3714 0.7293
H -5.0732 -0.6549 -4.5314
H -5.0260 1.0708 -4.2245
H -4.4586 0.0725 -2.9713
H 4.1339 -0.0162 -2.8484
H 2.4588 0.2052 -3.4359
H 3.0326 -1.3964 -3.1766
C -1.8112 3.9747 2.6144
N -2.1182 2.5700 2.4601
C -3.5537 2.2690 2.4231
C -1.1481 1.7299 2.3097
O -1.3585 0.4791 2.1859
C 0.2197 2.2746 1.9541
O 1.1046 1.1609 1.7939
C 1.9065 0.7879 2.9560
C 1.4108 -0.5227 3.5888
O 0.7807 -1.4016 2.9041
N 1.7672 -0.8022 4.8029
C 1.3957 -2.0829 5.4353
C 2.5263 0.1158 5.6444
H -0.7893 4.2717 2.8150
H -2.1820 4.5005 1.7534
H -2.3528 4.2758 3.4688
H -4.0933 3.2459 2.4029
H -3.7593 1.7053 1.5250
H -3.7455 1.6831 3.3501
H 0.1697 2.7953 0.9621
H 0.7195 2.9739 2.6330
H 2.9899 0.7135 2.7360
H 1.6826 1.6242 3.6613
H 2.2465 -2.7531 5.4087
H 1.1569 -1.7708 6.4508
H 0.5376 -2.4491 4.8869
H 3.3139 -0.4603 6.1096
H 3.0628 0.9634 5.1744
H 1.8667 0.4830 6.3850
O -2.9132 -5.8406 -7.2229
O -2.5937 -5.9230 -8.3204
```



This record from the OMol25 dataset describes C16H28BClN4O4Pb as an isolated structure. The level of theory is the ωB97M-V functional and the def2-TZVPD basis.

Calculated values
charge	0
maximum force	0.055	hartree/bohr
total energy	-49631.94722	eV
frontier orbital gap	6.2735	eV
2S+1	1
HOMO energy	-8.10	eV
E_LUMO	-1.824	eV

```
55
C16H28BClN4O4Pb, DFT the ωB97M-V functional and the def2-TZVPD basis
Pb 0.9618 4.1336 1.0431
Cl 0.6524 0.4083 0.6158
O 1.4307 0.3449 1.8179
O 1.4271 0.4852 -0.5774
O -0.1753 -0.7433 0.4936
O -0.1334 1.6336 0.6676
B -1.1957 5.3442 0.3074
H -0.2911 5.9594 0.7254
H -1.1527 5.4622 -0.8356
H -1.1574 4.2302 0.6106
H -2.1693 5.8320 0.6670
C 0.9286 -2.6255 4.1899
C -0.6048 -2.5226 4.2750
C -1.2406 -1.1617 4.0050
C -1.3776 -0.2987 5.1992
N -1.5122 0.2860 6.1775
H 1.3506 -3.6264 4.3303
H 1.4820 -1.9416 4.8319
H 1.2463 -2.5572 3.1439
H -0.9734 -3.1032 5.1185
H -0.8464 -3.1385 3.4027
H -2.2696 -1.3641 3.6976
H -0.8140 -0.6085 3.1714
C -2.0887 2.5641 -2.1592
C -1.0807 1.5479 -2.7396
C 0.2104 2.1229 -3.1869
C 0.8123 3.1167 -2.2632
N 1.3041 3.8168 -1.5030
H -2.9493 2.1620 -1.6279
H -2.3472 3.2828 -2.9392
H -1.6197 3.1367 -1.3541
H -1.5814 0.9993 -3.5362
H -0.8937 0.9147 -1.8661
H 0.1012 2.7338 -4.0931
H 1.0051 1.4103 -3.4121
N 3.9163 -1.2706 -1.2813
C 5.1925 -0.9761 -1.7213
C 6.0979 -1.1688 -0.7220
C 5.2801 -1.4952 0.4335
C 3.9860 -1.5267 0.0636
H 3.0725 -1.1453 -1.8064
H 5.3559 -0.6643 -2.7419
H 7.1723 -1.1666 -0.6913
H 5.6890 -1.6508 1.4200
H 3.0387 -1.5869 0.5752
N -3.0758 -1.4556 -2.1623
C -4.2699 -2.0458 -2.3746
C -4.2117 -3.3655 -1.9801
C -2.8619 -3.5822 -1.6537
C -2.1841 -2.3862 -1.6786
H -2.8705 -0.5245 -2.4747
H -5.1084 -1.4874 -2.7635
H -4.9876 -4.1107 -1.9865
H -2.4895 -4.5623 -1.3951
H -1.1804 -2.0646 -1.4564
```



Question: Among the records above, which one has the lowest maximum force?
Answer: C16H28BClN4O4Pb



Question: Number 1 is which compound?
Answer: C16H28AsF12N7O5Se2W



Please write out number 2 again, unchanged.
This record from the OMol25 dataset describes C16H28B2F4N6O9Y as an isolated structure. The level of theory is the ωB97M-V functional and the def2-TZVPD basis.

Calculated values
charge	+3
maximum force	0.113	hartree/bohr
total energy	-57654.01716	eV
frontier orbital gap (alpha / beta)	7.2830 / 2.3362	eV
energy relative to the best compared isomer or geometry (same formula, charge and spin)	53.00	kcal per mole
2S+1	1
HOMO energy (alpha / beta)	-15.35 / -14.24	eV
E_LUMO (alpha / beta)	-8.070 / -11.900	eV

```
66
C16H28B2F4N6O9Y, DFT the ωB97M-V functional and the def2-TZVPD basis
Y 0.0896 -0.7363 0.8633
C -3.9403 -0.1218 -6.9947
C -2.8225 -0.1750 -5.9598
N -1.7120 -0.5770 -6.2542
O -0.5882 -0.6636 -6.5825
B 2.9781 -2.9712 2.2223
F 3.5531 -3.5290 3.2483
F 2.0115 -3.6031 1.5693
O 3.3693 -1.6889 1.7094
N 2.6396 -1.2599 0.6159
C 3.2779 -0.6751 -0.2792
C 4.6998 -0.5145 -0.2825
C 2.4400 -0.3916 -1.5091
N 1.2183 -0.2103 -1.1926
O 0.3446 -0.0829 -2.2648
B -0.9918 -0.0029 -1.7035
F -1.0087 0.7268 -0.5122
F -1.0497 -1.4986 -0.8575
O -2.1313 0.1275 -2.4674
N -2.0281 0.0494 -3.8199
C -3.1128 0.1062 -4.5313
C -4.4850 0.1504 -4.0718
C 3.0858 -0.3797 -2.7945
H -3.5696 -0.3424 -7.9721
H -4.5159 0.7730 -6.8051
H -4.5495 -0.9441 -6.5846
H 4.9980 0.3386 -0.9278
H 5.2210 -1.4050 -0.6550
H 5.0724 -0.3714 0.7293
H -5.0732 -0.6549 -4.5314
H -5.0260 1.0708 -4.2245
H -4.4586 0.0725 -2.9713
H 4.1339 -0.0162 -2.8484
H 2.4588 0.2052 -3.4359
H 3.0326 -1.3964 -3.1766
C -1.8112 3.9747 2.6144
N -2.1182 2.5700 2.4601
C -3.5537 2.2690 2.4231
C -1.1481 1.7299 2.3097
O -1.3585 0.4791 2.1859
C 0.2197 2.2746 1.9541
O 1.1046 1.1609 1.7939
C 1.9065 0.7879 2.9560
C 1.4108 -0.5227 3.5888
O 0.7807 -1.4016 2.9041
N 1.7672 -0.8022 4.8029
C 1.3957 -2.0829 5.4353
C 2.5263 0.1158 5.6444
H -0.7893 4.2717 2.8150
H -2.1820 4.5005 1.7534
H -2.3528 4.2758 3.4688
H -4.0933 3.2459 2.4029
H -3.7593 1.7053 1.5250
H -3.7455 1.6831 3.3501
H 0.1697 2.7953 0.9621
H 0.7195 2.9739 2.6330
H 2.9899 0.7135 2.7360
H 1.6826 1.6242 3.6613
H 2.2465 -2.7531 5.4087
H 1.1569 -1.7708 6.4508
H 0.5376 -2.4491 4.8869
H 3.3139 -0.4603 6.1096
H 3.0628 0.9634 5.1744
H 1.8667 0.4830 6.3850
O -2.9132 -5.8406 -7.2229
O -2.5937 -5.9230 -8.3204
```